{
  "formula": "CH4NO3",
  "method": "the ωB97M-V functional and the def2-TZVPD basis",
  "max_force_ev_per_a": 3.677,
  "homo_lumo_gap_ev": [8.03, 8.01],
  "energy_ev": -8730.61682,
  "charge": -1,
  "e_above_lowest_kj_mol": 610.4,
  "elements": ["C", "N", "O", "O", "O", "H", "H", "H", "H"],
  "coordinates": [[0.5542, -0.6589, -0.2595], [-1.4818, 1.0025, 0.9610], [-1.4493, 0.6106, -0.2833], [1.7261, 0.1541, -0.9033], [0.6646, -0.6213, 0.9963], [-0.3579, -0.0404, -0.6449], [0.5843, -1.5462, -0.7898], [-1.6068, 0.1531, 1.5414], [1.3666, 0.9463, -0.6178]],
  "atomic_forces_ev_per_a": [[2.631, 2.396, 0.926], [1.225, -0.852, -2.225], [-2.277, 1.394, 2.377], [-0.179, -2.706, -0.963], [-1.084, -0.335, 0.673], [0.416, -0.392, -0.084], [-0.137, -2.429, -1.172], [-0.267, -0.067, -0.241], [-0.328, 2.991, 0.709]],
  "nbo_charge": [0.258, -0.268, -0.416, -0.835, -0.733, 0.189, 0.090, 0.272, 0.443]
}

***

{
  "formula": "C36H58F18N4O16",
  "method": "the ωB97M-V functional and the def2-TZVPD basis",
  "max_force_ev_per_a": 4.540,
  "homo_lumo_gap_ev": 9.65,
  "energy_ev": -125911.12872,
  "elements": ["C", "C", "O", "N", "C", "H", "H", "H", "H", "H", "H", "H", "C", "C", "O", "N", "C", "H", "H", "H", "H", "H", "H", "H", "C", "C", "O", "N", "C", "H", "H", "H", "H", "H", "H", "H", "C", "C", "O", "N", "C", "H", "H", "H", "H", "H", "H", "H", "C", "C", "O", "C", "O", "C", "F", "F", "F", "H", "H", "H", "H", "H", "C", "C", "O", "C", "O", "C", "F", "F", "F", "H", "H", "H", "H", "H", "C", "C", "O", "C", "O", "C", "F", "F", "F", "H", "H", "H", "H", "H", "C", "C", "O", "C", "O", "C", "F", "F", "F", "H", "H", "H", "H", "H", "C", "C", "O", "C", "O", "C", "F", "F", "F", "H", "H", "H", "H", "H", "C", "C", "O", "C", "O", "C", "F", "F", "F", "H", "H", "H", "H", "H"],
  "coordinates": [[14.9122, 11.2096, 18.2381], [15.3302, 12.2977, 19.1879], [16.4654, 12.3925, 19.6123], [14.3085, 13.1458, 19.4497], [14.5151, 14.2881, 20.3903], [15.5979, 10.3428, 18.4394], [14.9955, 11.5580, 17.2057], [13.8402, 10.8894, 18.3937], [13.4107, 13.0772, 19.0051], [13.8048, 15.0828, 20.1442], [15.5526, 14.6269, 20.4011], [14.2433, 13.9877, 21.3945], [15.9336, 11.6115, 12.6779], [15.8131, 13.0152, 13.3508], [15.5595, 13.1414, 14.5367], [16.3532, 13.9852, 12.6268], [16.4131, 15.3922, 13.0887], [15.6633, 11.5643, 11.6243], [15.3300, 10.9121, 13.2096], [16.9791, 11.2903, 12.7134], [16.6665, 13.7347, 11.7050], [17.0522, 15.3876, 13.9582], [15.4392, 15.6816, 13.4690], [16.7217, 15.9553, 12.2368], [10.2024, 16.1837, 19.3395], [10.0159, 17.6630, 19.0993], [9.4586, 18.1524, 18.1194], [10.5261, 18.4858, 20.0627], [11.2224, 18.0936, 21.2596], [9.5469, 15.5506, 18.7277], [9.9608, 16.0275, 20.3980], [11.2295, 15.9185, 19.1052], [10.4556, 19.5025, 19.9328], [12.0142, 17.3720, 21.0115], [10.5688, 17.6253, 22.0175], [11.7059, 19.0042, 21.6768], [12.7661, 14.6890, 15.8149], [12.2552, 13.6696, 16.7641], [11.9076, 13.9306, 17.9426], [12.1183, 12.3946, 16.3714], [12.3703, 11.9269, 15.0051], [13.7291, 14.3954, 15.4071], [12.8681, 15.6450, 16.3463], [12.0526, 14.8742, 15.0120], [11.9422, 11.7904, 17.1640], [12.0445, 10.8776, 14.9576], [13.4280, 11.9357, 14.7192], [11.7391, 12.4637, 14.2564], [12.3597, 20.9777, 15.6500], [13.0153, 19.6282, 15.4962], [12.4560, 19.0424, 14.2138], [12.9881, 17.8896, 13.9086], [13.7700, 17.2352, 14.4690], [12.2508, 17.3238, 12.6736], [13.0686, 17.3828, 11.5925], [11.9436, 16.0569, 12.8174], [11.1071, 17.9606, 12.3795], [12.3624, 21.5472, 14.7301], [12.9469, 21.5098, 16.3554], [11.2955, 20.8890, 15.9538], [12.7981, 18.8751, 16.2530], [14.0829, 19.6520, 15.2620], [9.5194, 16.7582, 15.3501], [8.1663, 17.3124, 15.5297], [7.7352, 17.8412, 14.2136], [7.0254, 17.0548, 13.4230], [6.4728, 16.0515, 13.6418], [6.9892, 17.6497, 11.9947], [7.9110, 18.6313, 11.7551], [7.1235, 16.6274, 11.1076], [5.7204, 18.1429, 11.7115], [9.6166, 15.8047, 14.8093], [9.9803, 16.6851, 16.3068], [10.1102, 17.4799, 14.8134], [8.0782, 18.1038, 16.2698], [7.3930, 16.5513, 15.7574], [7.5466, 9.1870, 14.7422], [8.9082, 9.4076, 15.3247], [9.0268, 10.8024, 15.7642], [8.3101, 11.2064, 16.7778], [7.7749, 10.5953, 17.6403], [8.0610, 12.7867, 16.6454], [6.8819, 13.0123, 16.1379], [8.0919, 13.2347, 17.9105], [8.9389, 13.4851, 15.9647], [7.3890, 9.7458, 13.8347], [6.7444, 9.3297, 15.4284], [7.5284, 8.1497, 14.4136], [9.6943, 9.3328, 14.5971], [9.1120, 8.7903, 16.1998], [9.5274, 12.2149, 21.0261], [10.3333, 11.7573, 19.8749], [10.2967, 10.2568, 19.8401], [10.9765, 9.6187, 18.9430], [11.4660, 10.0442, 17.9468], [11.1689, 8.1598, 19.3636], [10.4581, 7.2663, 18.5765], [12.5032, 7.8236, 19.2194], [10.8483, 7.8832, 20.6114], [9.4294, 13.3118, 20.9969], [10.0595, 11.9533, 21.9607], [8.5300, 11.7444, 20.9777], [11.3964, 12.0343, 19.7399], [9.9322, 11.9929, 18.8763], [9.4274, 14.9540, 8.2153], [8.7828, 13.6935, 8.7543], [8.8404, 13.7082, 10.2501], [8.4074, 12.6378, 10.9273], [7.9651, 11.6312, 10.5730], [8.6683, 12.9228, 12.4607], [9.8407, 12.3425, 12.7334], [8.6739, 14.2074, 12.7928], [7.7926, 12.2634, 13.3269], [9.4616, 14.8831, 7.0940], [10.4732, 14.8965, 8.5233], [8.9709, 15.9103, 8.5138], [9.3185, 12.7864, 8.4819], [7.7667, 13.4580, 8.5381], [16.9384, 14.9241, 17.4281], [15.7274, 15.8886, 17.2976], [15.9347, 17.1904, 17.9579], [14.8801, 17.9047, 18.2473], [13.7555, 17.6605, 18.1293], [15.3029, 19.3230, 18.7926], [14.8016, 20.3560, 18.0124], [14.7873, 19.5415, 20.0443], [16.6070, 19.5048, 18.8795], [17.1025, 14.5874, 18.4649], [17.8091, 15.4774, 17.1043], [16.7932, 14.0792, 16.7446], [14.8422, 15.5406, 17.8181], [15.4304, 16.1537, 16.2878]],
  "atomic_forces_ev_per_a": [[-0.258, -1.522, 0.296], [-0.902, -0.239, -0.739], [0.061, 0.291, 0.376], [1.175, 1.666, 1.633], [-0.749, -0.741, -0.601], [-0.738, 0.730, -0.511], [0.188, -0.101, 0.024], [1.161, 0.288, -0.108], [-0.157, -0.019, -0.236], [0.303, 0.044, -0.301], [-0.188, -0.070, -0.241], [0.152, -0.200, 0.362], [0.051, 0.894, -0.072], [1.733, -2.007, 0.080], [-0.920, 0.159, 0.257], [-0.326, 1.268, -0.802], [-0.542, -2.030, 0.360], [-0.212, 0.330, -0.054], [-0.360, -0.500, 0.452], [-0.097, 0.111, 0.300], [-0.096, 0.284, -0.049], [0.656, 0.545, 0.023], [-0.233, 0.216, -0.308], [0.359, 0.757, -0.113], [-0.561, 0.299, 0.220], [-0.202, 0.773, -0.357], [0.190, -0.358, 0.321], [-0.138, 0.854, -0.017], [0.665, -0.135, 0.358], [0.152, 0.476, 0.050], [0.306, -0.388, -0.168], [0.151, -0.186, 0.191], [-0.241, -1.027, -0.371], [-0.084, 0.208, 0.207], [0.185, 0.319, -0.214], [-0.349, -0.747, -0.117], [-0.137, 0.905, 0.300], [-1.012, -0.431, 1.397], [0.702, 0.258, -0.702], [0.649, 0.674, -0.855], [-0.682, -0.680, -0.033], [0.050, -0.091, -0.217], [0.032, -0.359, -0.050], [0.045, -0.262, -0.164], [-0.265, -0.510, -0.594], [0.056, 0.278, 0.080], [-0.164, 0.327, 0.159], [0.606, -0.181, 0.690], [-0.843, -0.821, -0.163], [-0.418, -0.535, -1.879], [0.552, 0.617, 1.128], [-3.495, 1.026, -1.777], [2.778, -1.472, 1.727], [-0.116, 0.512, -1.295], [-0.074, 0.347, 0.151], [-0.094, -1.096, 0.554], [0.474, 0.132, 0.033], [0.219, -0.054, -0.339], [0.201, 0.685, 0.922], [0.752, 0.007, 0.089], [0.063, 0.368, 0.214], [-0.035, 0.310, 0.589], [0.941, -0.356, -0.376], [-2.260, -0.856, -0.684], [0.122, 0.201, 0.225], [1.452, 2.613, -0.485], [-1.160, -2.292, 0.761], [-1.118, 0.432, -1.430], [-1.264, -1.426, 0.095], [0.647, 0.908, 0.507], [1.615, -0.046, 0.648], [-0.486, 0.254, 0.203], [0.366, -0.357, 0.842], [0.309, 0.459, -0.339], [0.278, 0.123, -0.368], [0.608, 0.233, 0.237], [0.571, -1.008, -0.833], [-0.156, 0.812, 1.056], [0.244, -0.145, -0.597], [-0.157, 1.931, -1.290], [-0.178, -0.752, 0.637], [0.846, -1.483, 1.547], [-1.243, 0.064, -0.435], [-0.238, 0.547, 0.381], [0.820, 0.063, -0.611], [-0.024, 0.554, -0.148], [-0.496, 0.210, 0.603], [-0.172, -0.275, 0.097], [0.299, -0.248, -0.267], [0.002, -0.186, -0.170], [0.141, 0.155, 0.750], [0.584, -1.173, -3.015], [-0.059, 0.568, 1.360], [-0.474, -0.083, 0.900], [0.558, 0.354, -1.102], [0.926, -2.709, -0.733], [0.728, 1.393, 0.548], [-1.444, 0.596, -0.050], [-0.165, 0.353, 0.155], [-0.037, -0.403, -0.081], [-0.533, 0.058, -0.309], [0.447, 0.295, 0.176], [-0.465, 0.043, 0.869], [-0.259, 0.476, 0.627], [0.174, -0.533, -0.824], [0.361, -0.789, 1.483], [-0.037, -0.097, -0.438], [1.202, 3.977, 1.830], [-1.293, -2.995, -1.576], [-1.093, -1.107, 0.960], [0.738, 0.392, 0.042], [0.203, -0.464, -0.087], [0.553, 1.066, -1.642], [-0.263, 0.120, 0.979], [-0.044, 0.422, 0.114], [0.076, -0.571, 0.013], [0.349, 0.132, -0.300], [-0.931, 0.485, -0.516], [-0.811, 1.229, 0.155], [-0.481, -0.295, 0.766], [1.264, -0.075, -0.024], [3.549, 1.751, 0.403], [-3.970, -1.109, -0.420], [-0.514, 1.332, 0.668], [0.367, -1.473, 0.510], [0.198, -0.526, -1.067], [0.138, -0.125, -0.153], [-0.236, 0.032, -0.517], [0.431, 0.011, -0.123], [-0.115, 0.140, 0.270], [-0.139, -0.733, -0.216], [0.229, -0.288, -0.288]],
  "lowdin_charge": [0.007, -0.586, 0.034, 0.035, -0.043, 0.102, 0.074, 0.072, 0.066, 0.067, 0.078, 0.073, 0.007, -0.544, 0.017, 0.012, -0.018, 0.072, 0.058, 0.086, 0.131, 0.080, 0.061, 0.081, 0.005, -0.513, 0.014, -0.001, -0.103, 0.083, 0.076, 0.064, 0.148, 0.075, 0.085, 0.096, 0.010, -0.502, -0.035, 0.050, -0.043, 0.069, 0.077, 0.077, 0.083, 0.085, 0.059, 0.085, -0.044, -0.131, 0.037, -0.463, 0.170, -0.541, 0.142, 0.177, 0.159, 0.082, 0.059, 0.099, 0.110, 0.130, -0.057, -0.148, 0.032, -0.449, 0.191, -0.435, 0.137, 0.127, 0.109, 0.079, 0.055, 0.070, 0.110, 0.130, -0.046, -0.153, 0.011, -0.433, 0.178, -0.576, 0.206, 0.136, 0.181, 0.074, 0.078, 0.089, 0.120, 0.121, -0.043, -0.158, 0.051, -0.435, 0.142, -0.463, 0.117, 0.122, 0.184, 0.083, 0.094, 0.102, 0.120, 0.100, -0.056, -0.160, 0.011, -0.429, 0.210, -0.472, 0.147, 0.173, 0.104, 0.097, 0.078, 0.084, 0.123, 0.114, -0.021, -0.138, 0.047, -0.454, 0.178, -0.458, 0.109, 0.123, 0.177, 0.069, 0.071, 0.072, 0.091, 0.107]
}

***

{
  "formula": "C16H12Cl2N2O",
  "method": "the ωB97M-V functional and the def2-TZVPD basis",
  "max_force_ev_per_a": 18.340,
  "homo_lumo_gap_ev": 8.37,
  "energy_ev": -46845.48273,
  "elements": ["Cl", "C", "C", "C", "C", "C", "C", "Cl", "H", "C", "C", "N", "O", "C", "N", "C", "C", "C", "C", "C", "C", "C", "H", "H", "H", "H", "H", "H", "H", "H", "H", "H", "H"],
  "coordinates": [[3.7516, 2.0120, -0.6209], [2.9182, 0.5563, -0.6636], [2.0244, 0.3828, -1.7070], [1.1675, -0.8977, -1.6733], [1.2678, -1.9413, -0.7466], [2.0823, -1.5738, 0.4789], [2.8122, -0.4575, 0.5616], [3.9926, 0.0116, 1.5492], [2.1922, -2.1403, 1.1639], [0.3987, -3.0310, -0.5424], [-1.0597, -2.3242, -0.1373], [-1.6806, -2.6793, 0.8820], [-2.7373, -2.2820, 0.8294], [-2.7842, -1.3905, -0.2028], [-1.7600, -1.7296, -1.0867], [-3.9889, -0.5916, -0.4403], [-3.4504, 0.6798, -0.1327], [-2.3793, 1.3340, -0.6734], [-1.8203, 2.7648, -0.4648], [-2.6785, 3.4419, 0.6393], [-3.8352, 2.8503, 1.0006], [-4.3219, 1.6752, 0.8994], [-5.0961, 1.2749, 1.2531], [-4.4189, 3.4739, 1.9867], [-2.3255, 4.5567, 0.5565], [-0.9477, 3.0940, -0.8539], [-1.7654, 0.6200, -1.4680], [-4.7715, -0.6892, -0.0416], [-4.1916, -0.6472, -1.5271], [0.7462, -3.7339, 0.2840], [0.3239, -3.3517, -1.5635], [0.3721, -1.0952, -2.5602], [1.7939, 1.0321, -2.4737]],
  "atomic_forces_ev_per_a": [[0.912, 0.839, 0.262], [-3.950, -2.716, 0.066], [-1.065, -5.046, 3.180], [-0.213, -0.269, -1.999], [3.670, 6.365, 2.891], [-1.632, 6.395, -10.172], [-0.133, 3.135, -6.332], [2.422, -0.058, 3.978], [0.888, -7.703, 8.736], [-3.495, -0.017, 1.261], [7.638, -4.612, -4.259], [14.833, -8.526, 4.360], [-15.956, 9.041, 0.102], [-1.520, -4.054, -3.916], [-3.358, 3.753, 3.473], [10.786, 0.206, -7.899], [-1.881, 8.724, 3.550], [3.826, 0.094, -2.871], [-8.441, -4.037, 5.869], [6.642, 1.449, -7.382], [-2.432, 6.000, 6.805], [7.791, -4.794, -7.541], [-6.209, -2.712, 3.167], [1.390, -1.281, -3.129], [-1.424, -2.007, 1.520], [2.431, 1.034, -1.254], [-1.380, 2.112, 1.978], [-10.826, -2.529, 6.434], [0.101, -0.011, 0.262], [-0.679, 0.660, -1.536], [-0.890, -1.681, -0.201], [2.092, 0.794, 2.039], [0.061, 1.454, -1.444]],
  "nbo_charge": [0.060, -0.100, -0.210, -0.203, -0.014, -0.205, -0.080, 0.096, 0.179, -0.463, 0.289, -0.144, -0.180, 0.473, -0.445, -0.491, -0.010, -0.238, -0.141, -0.222, -0.235, -0.145, 0.183, 0.191, 0.240, 0.207, 0.222, 0.217, 0.244, 0.245, 0.239, 0.223, 0.220]
}

***

{
  "formula": "C15H22N2O2",
  "method": "the ωB97M-V functional and the def2-TZVPD basis",
  "max_force_ev_per_a": 0.612,
  "homo_lumo_gap_ev": 9.62,
  "energy_ev": -22987.56114,
  "e_above_lowest_kj_mol": 63.7,
  "elements": ["C", "N", "C", "C", "N", "C", "O", "C", "H", "H", "C", "H", "H", "C", "H", "C", "C", "C", "C", "C", "C", "C", "H", "H", "H", "H", "H", "H", "H", "C", "O", "H", "H", "H", "H", "H", "H", "H", "H", "H", "H"],
  "coordinates": [[-0.1882, -0.6620, -4.7227], [0.4069, -1.0895, -3.4733], [0.6482, 0.0340, -2.5905], [1.5621, -0.3504, -1.4215], [0.8594, -0.9281, -0.2950], [0.2830, -2.1443, -0.3900], [-0.3091, -2.6749, 0.5391], [0.3843, -2.8513, -1.7256], [1.4249, -2.9785, -2.0255], [-0.0556, -3.8386, -1.5762], [-0.3798, -2.1336, -2.8423], [-0.6177, -2.8675, -3.6160], [-1.3345, -1.7450, -2.4429], [0.6770, -0.0975, 0.9010], [1.2581, 0.8133, 0.7268], [-0.7977, 0.3068, 1.0839], [-0.9083, 1.4632, 2.0359], [-0.7964, 2.7673, 1.5703], [-0.8703, 3.8371, 2.4447], [-1.0536, 3.6134, 3.7984], [-1.1615, 2.3163, 4.2711], [-1.0896, 1.2472, 3.3959], [-1.1606, 0.2351, 3.7644], [-1.3029, 2.1368, 5.3269], [-1.1122, 4.4479, 4.4818], [-0.7858, 4.8467, 2.0688], [-0.6560, 2.9481, 0.5128], [-1.2006, 0.5899, 0.1083], [-1.3608, -0.5475, 1.4588], [1.2620, -0.7536, 2.1756], [0.3877, -1.5780, 2.8780], [0.0094, -2.2072, 2.2309], [1.5470, 0.0429, 2.8695], [2.1746, -1.3000, 1.8838], [2.0791, 0.5430, -1.0686], [2.3184, -1.0479, -1.7924], [1.1505, 0.8078, -3.1762], [-0.2917, 0.4614, -2.1955], [0.4653, 0.0688, -5.1967], [-1.1835, -0.2105, -4.5909], [-0.2816, -1.5210, -5.3848]],
  "atomic_forces_ev_per_a": [[-0.014, 0.008, 0.029], [-0.048, 0.041, -0.025], [0.330, -0.021, 0.010], [-0.054, 0.162, -0.429], [0.062, 0.047, 0.113], [0.336, -0.077, -0.375], [-0.284, -0.237, 0.344], [-0.292, -0.076, 0.029], [0.014, -0.024, -0.030], [0.081, 0.107, 0.076], [0.189, -0.133, -0.061], [-0.041, 0.048, 0.068], [0.001, -0.030, -0.066], [-0.208, -0.223, 0.397], [-0.050, -0.126, -0.019], [0.188, 0.025, 0.019], [-0.096, -0.071, -0.052], [0.011, -0.010, 0.026], [0.029, 0.117, -0.028], [0.002, 0.087, 0.074], [-0.007, 0.040, 0.081], [-0.022, 0.010, 0.029], [-0.002, -0.128, 0.016], [-0.014, -0.018, 0.088], [-0.008, 0.061, 0.053], [-0.002, 0.076, -0.024], [-0.003, 0.000, -0.119], [-0.012, -0.021, 0.017], [0.006, 0.059, -0.111], [0.336, 0.275, -0.185], [-0.419, -0.407, 0.180], [0.128, 0.187, 0.119], [0.042, -0.031, -0.106], [-0.066, 0.172, 0.028], [-0.033, -0.126, 0.000], [0.019, 0.145, -0.001], [-0.043, 0.006, 0.012], [0.048, 0.026, -0.023], [-0.027, 0.038, -0.062], [-0.035, 0.021, -0.024], [-0.041, 0.001, -0.069]],
  "nbo_charge": [-0.405, -0.440, -0.231, -0.220, -0.444, 0.706, -0.669, -0.511, 0.230, 0.245, -0.212, 0.208, 0.171, -0.048, 0.208, -0.443, -0.034, -0.167, -0.228, -0.221, -0.205, -0.208, 0.234, 0.212, 0.211, 0.209, 0.193, 0.208, 0.244, -0.070, -0.745, 0.501, 0.188, 0.163, 0.215, 0.213, 0.205, 0.167, 0.201, 0.165, 0.202]
}

***

Q: What is the formula in the third record?
A: C16H12Cl2N2O